# 1
{
  "formula": "C4H8O2",
  "method": "wB97M-V/def2-TZVPD",
  "homo_energy_ev": -10.318,
  "energy_ev": -8372.4597,
  "gap_ev": 11.203,
  "smiles": "CC(=O)[C@H](C)O",
  "symbols": ["C", "C", "O", "C", "C", "O", "H", "H", "H", "H", "H", "H", "H", "H"],
  "positions_angstrom": [[-0.36, -1.68, -0.78], [0.61, -0.57, -0.40], [1.61, -0.44, -1.09], [-0.88, 1.25, 0.55], [0.43, 0.50, 0.73], [1.51, 1.39, 0.63], [-0.83, -2.19, 0.05], [-1.16, -1.30, -1.44], [0.20, -2.41, -1.38], [-0.93, 1.69, -0.45], [-1.73, 0.57, 0.70], [0.45, 0.06, 1.74], [-0.95, 2.06, 1.28], [2.01, 1.07, -0.14]]
}

# 2
{
  "formula": "C6H10O",
  "method": "wB97M-V/def2-TZVPD",
  "homo_energy_ev": -9.538,
  "energy_ev": -8429.5165,
  "gap_ev": 10.583,
  "smiles": "C[C@@H]1[C@@H]2C[C@@H](O)[C@H]12",
  "symbols": ["C", "C", "C", "C", "C", "C", "O", "H", "H", "H", "H", "H", "H", "H", "H", "H", "H"],
  "positions_angstrom": [[-1.98, -0.70, 0.32], [-1.12, 0.49, -0.04], [0.20, 0.76, 0.60], [0.07, 0.59, -0.93], [0.94, -0.67, -0.89], [1.33, -0.29, 0.55], [2.52, 0.48, 0.59], [-2.62, -0.41, 1.16], [-1.36, -1.54, 0.66], [-2.62, -1.03, -0.50], [-1.70, 1.41, -0.14], [2.25, 1.37, 0.33], [0.35, 1.59, 1.28], [0.14, 1.34, -1.71], [1.79, -0.70, -1.58], [0.37, -1.61, -0.97], [1.46, -1.08, 1.29]]
}

# 3
{
  "formula": "C3H16N2O3",
  "method": "wB97M-V/def2-TZVPD",
  "homo_energy_ev": -9.004,
  "energy_ev": -12491.5273,
  "gap_ev": 9.576,
  "smiles": "CCNCN.O.O.O",
  "symbols": ["C", "C", "N", "C", "N", "H", "H", "H", "H", "H", "H", "H", "H", "H", "H", "H", "H", "O", "H", "H", "O", "H", "H", "O"],
  "positions_angstrom": [[1.28, -2.16, 0.50], [-0.10, -2.03, -0.17], [-0.32, -0.53, -0.14], [-1.10, -0.02, 0.98], [-0.84, -0.61, 2.37], [2.12, -1.54, 0.09], [1.69, -3.14, 0.38], [1.22, -1.99, 1.58], [0.02, -2.27, -1.25], [-0.90, -2.71, 0.18], [-0.71, -0.15, -0.93], [-2.27, -0.31, 0.80], [-1.05, 1.03, 0.93], [0.19, -0.67, 2.55], [-1.18, -0.01, 3.07], [-1.00, 1.39, -1.58], [-1.81, 2.36, -2.26], [-1.57, 1.38, -2.29], [0.62, 3.08, -2.06], [0.56, 2.83, -0.56], [0.10, 3.39, -1.23], [1.50, 1.08, 0.41], [1.81, 0.32, -0.87], [1.74, 1.28, -0.53]]
}

LUMO energy, respectively: 0.0325; 0.0384; 0.0210 Eh.
Max |F|, respectively: 0.5; 0.5; 4.3 eV/Å.
Energy relative to the best compared isomer or geometry (same formula, charge and spin), respectively: 79.3; 166.3; 212.3 kJ/mol.